Entry 1:
Entry from the OMol25 dataset: the ion C5H8N with charge +1 at a distorted geometry (ωB97M-V/def2-TZVPD).

The geometry in XYZ format:
```
14
Properties=species:S:1:pos:R:3:forces:R:3
N 0.76635 -0.63331 0.03340 2.1 -1.4 4.1
C -1.05914 2.64917 0.11230 0.7 4.6 1.3
C 0.24807 -1.72159 0.95262 2.0 -1.6 0.3
C -0.50345 1.52261 0.00773 0.0 0.1 0.0
C -0.09941 0.39262 -0.36542 0.7 0.1 -1.0
C 0.30557 -0.58221 -1.32252 0.2 0.9 -1.6
H -2.10472 2.78430 0.12394 -1.2 -0.2 0.4
H -0.07598 -1.39671 1.98132 0.1 0.3 -1.5
H -0.44156 -1.28771 -1.48986 -0.9 -1.3 -0.7
H -0.55168 -2.21452 0.34504 0.7 0.1 1.1
H 1.78337 -0.36653 0.22119 -1.8 -0.3 -0.4
H 1.02540 -0.39518 -2.08752 0.4 0.0 -0.4
H 1.19593 -2.40126 1.14818 -2.2 0.9 -0.6
H -0.48875 3.65031 0.33959 -0.8 -2.1 -1.1
```
Forces are in eV/Å.

The energy above the lowest of the compared OMol25 structures with the same formula, charge and spin comes out at 4.3899 eV. As for the total energy: -6793.699 eV. As for the net charge: +1. The spin multiplicity is 1. The calculation puts the HOMO-LUMO gap at 10.38 eV. As for the LUMO energy: -3.91 eV. As for the structure (SMILES): C=C=C1C[N@@H+]1C. For the highest occupied orbital energy, the calculation gives -14.28 eV.

---

Entry 2:
Entry from the OMol25 dataset: a cluster of 6 separate species, CH14O6 in total at a distorted geometry (ωB97M-V/def2-TZVPD).

The geometry in XYZ format:
```
21
Properties=species:S:1:pos:R:3:forces:R:3
O -1.00444 1.28182 0.24114 0.3 -0.6 -1.6
O 0.24992 -0.50867 -1.76003 2.7 0.6 -2.4
O 0.39114 -1.90842 0.74509 0.7 0.2 1.8
O -1.68775 1.89371 -3.03614 0.4 -0.4 0.3
O -0.66778 -1.81353 4.24953 0.7 1.2 0.9
O 0.44585 0.13711 2.49384 0.8 2.8 0.0
C 1.29816 0.13869 -2.53139 -0.8 1.1 -1.3
H 0.83066 -2.68946 1.13526 -0.4 0.3 -0.6
H -0.45604 1.15918 1.01727 0.1 -0.4 1.1
H -0.03952 0.14812 -1.13190 -1.2 1.3 2.4
H 2.36663 0.26509 -2.06416 -1.9 -0.4 -0.1
H -0.60296 2.02275 -0.21080 -0.1 0.9 0.1
H 1.28698 -0.37404 -3.48262 0.7 -0.8 0.1
H 0.20308 -2.03113 -0.15832 -0.4 -1.0 -1.4
H 0.99803 1.23672 -2.91244 0.1 -1.6 1.6
H 1.17341 0.71945 2.15985 -0.7 -0.8 0.9
H -0.18645 -1.46494 5.07537 -1.2 -0.5 -2.2
H -1.58796 1.53936 -2.13125 -1.0 0.4 -0.7
H -2.63139 1.90810 -3.28782 0.6 -0.1 0.5
H 0.48551 -0.61621 1.93487 0.0 -1.5 -0.9
H -0.86507 -1.04370 3.65465 0.5 -0.9 1.4
```
Forces are in eV/Å.

The energy above the lowest of the compared OMol25 structures with the same formula, charge and spin comes out at 1.4461 eV. As for the total energy: -13537.665 eV. As for the net charge: +1. The spin multiplicity is 2. The calculation puts the HOMO-LUMO gap (alpha / beta) at 9.57 / 2.48 eV. As for the LUMO energy (alpha / beta): -3.81 / -10.82 eV. Its expectation value of S² is 0.755. For the highest occupied orbital energy (alpha / beta), the calculation gives -13.38 / -13.30 eV.